Density functional theory data (the ωB97M-V functional and the def2-TZVPD basis) for a cluster of 2 separate species, C10H10NOS in total in a non-equilibrium geometry.

Geometry (Å):
C (2.537, -1.810, -1.140)
C (1.523, -1.647, -2.076)
C (2.521, -1.282, 0.191)
C (0.374, -0.843, -1.690)
C (1.325, -0.563, 0.506)
C (0.332, -0.228, -0.460)
C (0.908, 0.053, 1.778)
C (-0.285, 0.724, 1.658)
C (-2.204, 2.179, 0.966)
C (-0.652, 0.556, 0.209)
N (-1.594, 1.554, -0.177)
O (-2.193, -0.609, 0.364)
S (-1.139, 1.946, 2.462)
H (3.507, -2.226, -1.504)
H (1.420, -2.358, -3.011)
H (3.065, -1.678, 0.951)
H (-0.418, -0.666, -2.513)
H (1.530, -0.015, 2.654)
H (-2.258, 3.228, 0.806)
H (-3.146, 1.749, 1.153)
H (-2.385, 1.117, -0.544)
H (-1.101, 2.216, -0.820)
H (-1.666, -1.397, 0.238)

Output
DFT total energy = -24894.3752 eV
energy above the lowest of the compared OMol25 structures with the same formula, charge and spin = 2.734 eV
net charge = +1
HOMO-LUMO gap = 6.711 eV
F_max = 0.121 hartree/bohr
E_HOMO = -11.84 eV

***

Density functional theory data (the ωB97M-V functional and the def2-TZVPD basis) for the ion C6H6F3N2 with charge +1 in a non-equilibrium geometry.

Geometry (Å):
C (-1.182, -1.763, -0.083)
C (-0.735, -0.342, -0.096)
N (-1.671, 0.559, -0.128)
C (-1.366, 1.882, -0.079)
F (-2.348, 2.762, 0.042)
C (-0.058, 2.249, 0.015)
F (0.252, 3.566, -0.142)
C (0.966, 1.248, 0.028)
F (2.268, 1.437, 0.173)
N (0.614, -0.092, -0.025)
C (1.664, -1.082, 0.026)
H (-1.171, -2.096, 1.013)
H (-2.295, -1.757, -0.284)
H (-0.659, -2.339, -0.889)
H (2.076, -1.203, 1.166)
H (1.123, -2.045, -0.219)
H (2.523, -0.986, -0.519)

Output
DFT total energy = -17443.3331 eV
energy above the lowest of the compared OMol25 structures with the same formula, charge and spin = 0.000 eV
net charge = +1
HOMO-LUMO gap = 10.021 eV
structure (SMILES) = Cc1nc(F)c(F)c(F)[n+]1C
F_max = 0.121 hartree/bohr
E_HOMO = -15.44 eV

***

Density functional theory data (the ωB97M-V functional and the def2-TZVPD basis) for an isolated molecule of C2N4O2 in a non-equilibrium geometry.

Geometry (Å):
N (3.284, -0.830, 0.053)
C (2.230, -0.402, -0.089)
N (0.997, -0.087, -0.338)
N (0.099, 0.621, 0.017)
O (-0.104, 1.548, 0.701)
O (-1.204, 0.075, -0.772)
C (-2.197, -0.288, -0.091)
N (-3.105, -0.637, 0.519)

Output
DFT total energy = -12122.0726 eV
energy above the lowest of the compared OMol25 structures with the same formula, charge and spin = 2.549 eV
HOMO-LUMO gap = 9.650 eV
structure (SMILES) = N#C/N=[N+](\[O-])OC#N
F_max = 0.043 hartree/bohr
E_HOMO = -11.58 eV

***

Density functional theory data (the ωB97M-V functional and the def2-TZVPD basis) for an isolated molecule of C20H24N4O4S2 in a non-equilibrium geometry.

Geometry (Å):
C (2.387, -0.367, -2.872)
O (2.623, -0.506, -1.494)
C (3.305, -1.704, -1.175)
C (3.725, -1.676, 0.291)
C (2.529, -1.449, 1.220)
N (1.722, -2.624, 1.309)
C (0.541, -2.706, 0.893)
C (-0.245, -3.901, 1.057)
C (0.104, -5.140, 1.537)
C (-1.067, -5.920, 1.480)
C (-2.039, -5.104, 0.977)
O (-1.555, -3.886, 0.721)
N (-0.154, -1.635, 0.189)
C (-0.278, -1.731, -1.186)
S (0.111, -3.117, -1.978)
N (-0.695, -0.646, -1.853)
C (-1.020, 0.442, -1.221)
C (-1.329, 1.550, -2.093)
C (-1.381, 1.497, -3.471)
C (-1.669, 2.802, -3.907)
C (-1.768, 3.560, -2.776)
O (-1.567, 2.819, -1.682)
N (-1.074, 0.515, 0.147)
C (-1.544, 1.683, 0.864)
C (-0.402, 2.655, 1.165)
C (-0.946, 3.964, 1.724)
O (-1.656, 3.696, 2.909)
C (-2.157, 4.851, 3.527)
C (-0.603, -0.560, 0.888)
S (-0.602, -0.569, 2.531)
H (1.785, -1.196, -3.259)
H (3.332, -0.324, -3.429)
H (1.842, 0.566, -3.005)
H (4.199, -1.802, -1.810)
H (2.655, -2.570, -1.373)
H (4.432, -0.859, 0.442)
H (4.207, -2.621, 0.540)
H (1.991, -0.557, 0.875)
H (2.897, -1.270, 2.235)
H (1.077, -5.428, 1.874)
H (-1.176, -6.945, 1.771)
H (-3.076, -5.274, 0.766)
H (-1.228, 0.618, -4.061)
H (-1.785, 3.136, -4.917)
H (-1.971, 4.603, -2.628)
H (-2.321, 2.169, 0.276)
H (-1.974, 1.347, 1.811)
H (0.166, 2.867, 0.258)
H (0.262, 2.202, 1.902)
H (-1.611, 4.444, 0.986)
H (-0.113, 4.655, 1.929)
H (-2.858, 5.383, 2.871)
H (-2.677, 4.523, 4.424)
H (-1.347, 5.539, 3.804)

Output
DFT total energy = -56948.0500 eV
energy above the lowest of the compared OMol25 structures with the same formula, charge and spin = 4.295 eV
HOMO-LUMO gap = 7.293 eV
structure (SMILES) = COCCC/N=C(/c1ccco1)n1c(=S)nc(-c2ccco2)n(CCCOC)c1=S
F_max = 0.028 hartree/bohr
E_HOMO = -7.99 eV

***

Density functional theory data (the ωB97M-V functional and the def2-TZVPD basis) for a cluster of 2 separate species, C6H14S in total in a non-equilibrium geometry.

Geometry (Å):
C (-1.607, -0.161, -2.895)
C (-1.317, 0.894, -1.833)
C (-1.403, 0.729, -0.497)
C (-0.778, 1.581, 0.535)
H (-2.096, -1.078, -2.511)
H (-2.244, 0.302, -3.712)
H (-0.678, -0.487, -3.392)
H (-0.781, 1.758, -2.189)
H (-1.839, -0.299, -0.217)
H (-0.015, 2.153, -0.041)
H (-1.509, 2.285, 1.051)
H (-0.245, 0.979, 1.303)
C (2.362, -0.144, 1.418)
C (1.503, -1.302, 1.970)
S (0.520, -2.063, 0.593)
H (1.672, 0.590, 1.100)
H (3.032, -0.473, 0.594)
H (2.965, 0.324, 2.206)
H (2.029, -2.109, 2.495)
H (0.832, -0.794, 2.684)
H (-0.404, -2.684, 1.337)

Output
DFT total energy = -17283.0768 eV
energy above the lowest of the compared OMol25 structures with the same formula, charge and spin = 0.371 eV
HOMO-LUMO gap = 9.633 eV
structure (SMILES) = C/C=C/C.CCS
F_max = 0.066 hartree/bohr
E_HOMO = -8.77 eV

***

Density functional theory data (the ωB97M-V functional and the def2-TZVPD basis) for a structure of composition C18H22BBaF6O18 in a non-equilibrium geometry.

Geometry (Å):
Ba (6.223, -3.674, 8.523)
B (6.238, -0.443, 6.416)
H (5.348, -0.468, 7.025)
H (7.068, -0.638, 7.076)
H (6.278, -1.280, 5.736)
H (6.384, 0.514, 5.939)
C (14.590, -2.482, 8.954)
C (14.184, -1.345, 8.079)
O (12.816, -1.294, 8.276)
C (12.387, -2.504, 8.616)
O (11.197, -2.777, 8.559)
O (13.448, -3.261, 8.981)
F (14.505, -1.581, 6.771)
H (14.849, -2.248, 9.986)
H (15.466, -2.942, 8.496)
H (14.787, -0.509, 8.434)
C (7.336, -11.190, 7.460)
C (8.916, -11.358, 7.295)
O (9.367, -10.058, 7.267)
C (8.417, -9.159, 7.448)
O (8.609, -7.954, 7.596)
O (7.178, -9.839, 7.541)
F (9.111, -11.945, 6.182)
H (6.970, -11.725, 8.337)
H (6.795, -11.437, 6.547)
H (9.480, -11.814, 8.109)
C (-1.994, -4.025, 9.287)
C (-2.370, -3.175, 8.082)
O (-1.110, -2.636, 7.619)
C (-0.070, -3.262, 8.219)
O (1.094, -3.018, 8.043)
O (-0.543, -4.105, 9.141)
F (-3.186, -2.173, 8.453)
H (-2.615, -4.919, 9.227)
H (-2.404, -3.515, 10.159)
H (-2.720, -3.666, 7.174)
C (2.686, -9.140, 13.823)
C (1.827, -9.540, 12.640)
O (2.468, -8.987, 11.555)
C (3.425, -8.138, 12.010)
O (4.155, -7.499, 11.272)
O (3.464, -8.063, 13.345)
F (0.625, -8.912, 12.631)
H (3.258, -10.009, 14.147)
H (2.083, -8.857, 14.686)
H (1.594, -10.594, 12.487)
C (7.048, -6.626, 1.022)
C (6.915, -8.031, 1.651)
O (6.200, -7.807, 2.817)
C (6.272, -6.492, 3.166)
O (5.765, -6.075, 4.222)
O (6.907, -5.866, 2.226)
F (8.178, -8.350, 1.806)
H (6.226, -6.504, 0.317)
H (8.002, -6.355, 0.569)
H (6.428, -8.729, 0.970)
C (9.169, -6.508, 15.934)
C (9.361, -5.042, 16.316)
O (9.154, -4.409, 15.016)
C (8.872, -5.270, 14.041)
O (8.736, -5.011, 12.856)
O (8.777, -6.549, 14.562)
F (10.630, -4.865, 16.748)
H (8.406, -6.962, 16.566)
H (10.121, -7.025, 16.060)
H (8.723, -4.715, 17.137)

Output
DFT total energy = -73541.5949 eV
energy above the lowest of the compared OMol25 structures with the same formula, charge and spin = 8.772 eV
net charge = +1
HOMO-LUMO gap = 6.211 eV
F_max = 0.101 hartree/bohr
E_HOMO = -10.56 eV